Record 1
The following is a DFT calculation (ωB97M-V/def2-TZVPD) of a structure of composition C49H34Cl8N5O4S2Y.

- 2S+1: 1
- Electronic energy: -189903.386 eV
- Gap between HOMO and LUMO: 6.730 eV

Each line ends with the Löwdin charge.
CARTESIAN COORDINATES (ANGSTROEM)
Y -0.519 -0.744 0.696  1.330
C -0.090 -4.813 -1.834  -0.059
C -0.242 -4.447 -3.159  -0.068
C -0.153 -3.108 -3.499  -0.049
C 0.070 -2.177 -2.492  -0.230
N 0.233 -2.531 -1.216  0.077
C 0.156 -3.820 -0.900  -0.144
C 0.071 -0.717 -2.779  -0.185
C 0.470 -0.226 -4.014  -0.008
C 0.388 1.137 -4.239  -0.033
C -0.098 1.956 -3.238  0.005
C -0.456 1.391 -2.019  -0.183
N -0.355 0.078 -1.797  0.130
C -1.017 2.212 -0.908  -0.216
C -0.935 3.597 -0.898  -0.006
C -1.503 4.293 0.158  -0.044
C -2.129 3.588 1.169  -0.036
C -2.128 2.204 1.104  -0.126
N -1.594 1.532 0.088  0.057
H -0.166 -5.844 -1.519  0.112
H -0.450 -5.189 -3.919  0.116
H -0.301 -2.786 -4.520  0.114
H 0.297 -4.057 0.148  0.100
H 0.851 -0.897 -4.770  0.085
H 0.691 1.556 -5.190  0.115
H -0.208 3.016 -3.409  0.108
H -0.414 4.132 -1.679  0.107
H -1.438 5.372 0.192  0.112
H -2.576 4.089 2.016  0.111
H -2.532 1.598 1.905  0.080
Cl -8.121 -2.702 0.370  0.653
C -6.421 -2.445 0.242  -0.724
C -5.704 -1.912 1.313  -0.705
Cl -6.517 -1.501 2.776  0.676
C -4.339 -1.708 1.205  -0.592
Cl -3.406 -1.043 2.495  0.750
C -3.616 -2.025 0.033  -0.488
O -2.348 -1.836 -0.057  -0.265
C -4.373 -2.557 -1.033  -0.599
Cl -3.515 -2.938 -2.483  0.725
C -5.741 -2.764 -0.932  -0.705
Cl -6.609 -3.420 -2.270  0.668
O -0.367 0.141 2.478  -0.752
Cl 3.210 -2.751 -4.790  0.702
C 3.829 -2.915 -3.174  -0.645
C 4.785 -2.023 -2.716  -0.084
C 5.303 -2.199 -1.447  -0.035
C 4.888 -3.241 -0.622  -0.209
C 5.499 -3.355 0.762  -0.292
C 4.929 -2.287 1.697  -0.061
N 3.500 -2.409 1.893  -0.046
C 2.868 -2.856 3.032  -0.047
C 1.536 -2.704 2.808  -0.103
N 1.342 -2.193 1.547  -0.014
C 2.536 -2.020 1.034  -0.169
O 6.892 -3.108 0.739  -0.101
C 7.694 -4.260 0.491  -0.144
C 7.397 -4.933 -0.816  -0.329
C 7.713 -4.416 -2.037  -0.975
Cl 8.568 -2.959 -2.332  0.695
S 7.124 -5.360 -3.336  1.013
C 6.478 -6.515 -2.250  -0.400
C 6.687 -6.161 -0.956  -0.157
C 3.903 -4.091 -1.105  -0.575
Cl 3.275 -5.377 -0.114  0.752
C 3.371 -3.947 -2.379  -0.127
H 5.130 -1.220 -3.352  0.113
H 6.077 -1.533 -1.087  0.123
H 5.291 -4.345 1.180  0.126
H 5.157 -1.299 1.293  0.136
H 5.415 -2.367 2.668  0.136
H 3.421 -3.195 3.890  0.124
H 0.711 -2.891 3.474  0.115
H 2.745 -1.586 0.069  0.142
H 7.559 -4.979 1.307  0.133
H 8.721 -3.897 0.517  0.127
H 5.975 -7.390 -2.628  0.072
H 6.346 -6.748 -0.115  0.114
H 2.613 -4.629 -2.736  0.098
O 1.219 0.769 0.625  -0.601
S 1.025 1.550 1.949  0.961
C 2.243 2.888 1.501  -0.356
C 2.441 3.893 2.443  -0.096
C 3.216 5.001 2.143  -0.091
C 3.791 5.126 0.882  -0.105
C 3.582 4.137 -0.067  -0.094
C 2.809 3.021 0.240  -0.095
C 2.118 0.845 3.192  -0.345
C 1.584 0.509 4.429  -0.073
C 2.427 0.054 5.433  -0.076
C 3.787 -0.093 5.194  -0.096
C 4.308 0.216 3.945  -0.097
C 3.474 0.695 2.944  -0.080
H 1.984 3.801 3.425  0.111
H 3.372 5.771 2.888  0.099
H 4.394 5.993 0.643  0.096
H 4.025 4.232 -1.052  0.096
H 2.638 2.243 -0.493  0.094
H 0.514 0.587 4.559  0.101
H 2.018 -0.196 6.405  0.103
H 4.441 -0.444 5.983  0.100
H 5.372 0.115 3.759  0.102
H 3.878 0.976 1.978  0.115

Record 2
The following is a DFT calculation (ωB97M-V/def2-TZVPD) of a structure of composition C49H35AsN13O3S2Ti in a non-equilibrium geometry.

- 2S+1: 1
- Electronic energy: -182522.216 eV
- Total charge: -1
- Gap between HOMO and LUMO (alpha / beta): 4.974 / 4.952 eV

Each line ends with the Löwdin charge.
CARTESIAN COORDINATES (ANGSTROEM)
Ti 0.593 -1.782 0.344  0.865
C 0.035 -3.109 -3.876  -0.120
C 0.588 -2.870 -2.654  -0.152
N -0.137 -2.377 -1.620  -0.038
C -1.463 -2.218 -1.852  -0.251
C -1.987 -2.418 -3.146  -0.091
N -1.269 -2.848 -4.149  0.076
C -2.208 -1.947 -0.684  -0.266
C -3.569 -1.770 -0.627  0.013
C -4.231 -1.640 0.592  -0.164
C -3.449 -1.815 1.755  0.031
C -2.100 -1.979 1.678  -0.231
N -1.414 -1.947 0.467  -0.017
C -1.254 -2.249 2.807  -0.214
C -1.678 -2.305 4.141  -0.080
N -0.857 -2.523 5.145  0.081
C 0.434 -2.714 4.829  -0.109
C 0.872 -2.684 3.530  -0.092
N 0.037 -2.441 2.503  0.061
C -5.676 -1.369 0.658  -0.175
C -6.328 -0.627 -0.332  -0.022
C -7.688 -0.390 -0.231  -0.158
N -8.454 -0.821 0.776  0.035
C -7.828 -1.524 1.724  -0.163
C -6.475 -1.819 1.711  -0.029
H 0.638 -3.510 -4.679  0.102
H 1.631 -3.054 -2.470  0.055
H -3.040 -2.233 -3.340  0.109
H -4.140 -1.788 -1.548  0.113
H -3.919 -1.818 2.732  0.103
H -2.722 -2.158 4.390  0.108
H 1.128 -2.884 5.642  0.107
H 1.911 -2.850 3.300  0.087
H -5.765 -0.204 -1.157  0.094
H -8.195 0.192 -0.997  0.099
H -8.452 -1.880 2.539  0.098
H -6.052 -2.419 2.508  0.104
N 6.562 3.863 0.342  0.093
C 5.931 2.678 0.720  -0.339
C 5.395 2.541 2.001  -0.041
C 4.686 1.405 2.347  -0.062
C 4.516 0.384 1.414  -0.283
C 5.090 0.488 0.153  -0.077
C 5.790 1.629 -0.191  -0.030
S 3.534 -1.018 1.828  0.591
O 3.738 -1.259 3.233  -0.298
O 3.863 -2.080 0.919  -0.338
N 1.941 -0.676 1.517  -0.237
C 1.244 0.204 2.296  -0.464
N 1.821 0.919 3.271  0.151
C 1.004 1.578 4.081  -0.114
C -0.375 1.552 3.951  -0.055
C -0.851 0.890 2.838  -0.136
N -0.066 0.258 1.975  0.098
H 6.945 4.416 1.088  0.081
H 7.156 3.808 -0.467  0.082
H 5.519 3.345 2.721  0.108
H 4.262 1.292 3.334  0.097
H 4.986 -0.329 -0.550  0.086
H 6.223 1.716 -1.183  0.111
H 1.480 2.153 4.870  0.110
H -1.035 2.053 4.645  0.097
H -1.912 0.890 2.596  0.121
S 2.294 -0.759 -1.276  0.717
C 1.806 -0.013 -2.792  -0.659
C 2.638 -0.174 -3.907  -0.119
C 2.362 0.482 -5.099  -0.098
C 1.243 1.300 -5.201  -0.101
C 0.404 1.453 -4.107  -0.094
C 0.681 0.815 -2.903  -0.386
As -0.433 0.875 -1.308  1.371
C -1.935 1.904 -2.115  -0.361
C -3.083 1.201 -2.470  -0.107
C -4.154 1.830 -3.097  -0.092
C -4.091 3.187 -3.376  -0.100
C -2.944 3.901 -3.041  -0.089
C -1.875 3.264 -2.422  -0.122
C 0.389 2.404 -0.378  -0.381
C -0.387 3.162 0.502  -0.147
C 0.171 4.210 1.219  -0.097
C 1.524 4.510 1.075  -0.097
C 2.307 3.750 0.220  -0.077
C 1.744 2.697 -0.499  -0.090
H 3.502 -0.827 -3.818  0.099
H 3.014 0.343 -5.954  0.096
H 1.017 1.810 -6.131  0.094
H -0.476 2.075 -4.204  0.088
H -3.133 0.143 -2.253  0.059
H -5.037 1.259 -3.369  0.097
H -4.924 3.686 -3.858  0.096
H -2.880 4.960 -3.267  0.099
H -0.984 3.831 -2.190  0.104
H -1.439 2.935 0.618  0.101
H -0.446 4.792 1.894  0.098
H 1.961 5.329 1.633  0.095
H 3.366 3.967 0.112  0.093
H 2.368 2.095 -1.149  0.080
O 1.220 -3.466 0.270  -0.280
N 1.906 -4.191 1.106  0.047
C 2.850 -4.873 0.579  -0.289
C 3.633 -5.709 1.460  -0.160
N 4.276 -6.388 2.125  0.153
C 3.170 -4.847 -0.833  -0.146
N 3.411 -4.830 -1.956  0.188

Record 3
The following is a DFT calculation (ωB97M-V/def2-TZVPD) of a structure of composition C49H37F3I4N7Tl.

- 2S+1: 1
- Electronic energy: -107094.179 eV
- Total charge: -2
- Gap between HOMO and LUMO (alpha / beta): 3.225 / 3.199 eV

Each line ends with the Löwdin charge.
CARTESIAN COORDINATES (ANGSTROEM)
Tl -0.171 -0.254 0.242  1.029
I -0.079 0.061 -9.724  0.741
C 0.084 0.222 -7.618  -0.734
C 1.243 0.725 -7.056  -0.167
C 1.341 0.829 -5.677  -0.039
C 0.300 0.431 -4.825  -0.183
C -0.867 -0.049 -5.445  -0.033
C -0.982 -0.162 -6.819  -0.163
C 0.381 0.508 -3.360  -0.125
C 1.466 -0.075 -2.692  -0.268
C 2.576 -0.742 -3.336  -0.036
C 3.414 -1.170 -2.357  -0.033
C 2.827 -0.792 -1.097  -0.288
C 3.392 -1.090 0.141  -0.125
C 4.675 -1.832 0.160  -0.201
C 5.859 -1.275 -0.324  -0.030
C 7.055 -1.978 -0.295  -0.162
C 7.067 -3.261 0.222  -0.730
I 8.884 -4.346 0.271  0.751
C 5.914 -3.846 0.717  -0.160
C 4.731 -3.124 0.688  -0.022
C 2.866 -0.739 1.418  -0.272
N 1.639 -0.174 1.645  0.040
C 1.571 0.140 2.968  -0.270
C 0.477 0.813 3.619  -0.098
C 0.507 0.819 5.092  -0.179
C 0.460 1.999 5.845  -0.036
C 0.472 1.980 7.232  -0.169
C 0.545 0.765 7.888  -0.731
I 0.563 0.725 10.006  0.738
C 0.611 -0.426 7.184  -0.158
C 0.597 -0.389 5.800  -0.019
C -0.584 1.434 2.965  -0.265
C -1.696 2.086 3.624  -0.025
C -2.503 2.589 2.662  -0.025
C -1.915 2.244 1.382  -0.262
N -0.779 1.502 1.604  0.034
C -2.469 2.562 0.145  -0.123
C -1.954 2.153 -1.138  -0.288
C -2.358 2.701 -2.370  -0.058
C -1.561 2.125 -3.351  -0.062
C -0.690 1.233 -2.699  -0.283
N -0.944 1.247 -1.352  0.043
C -3.664 3.426 0.122  -0.191
C -3.657 4.693 0.723  -0.033
C -4.777 5.509 0.719  -0.164
C -5.932 5.065 0.099  -0.733
I -7.650 6.301 0.083  0.745
C -5.976 3.827 -0.522  -0.164
C -4.845 3.028 -0.514  -0.034
C 2.784 -0.226 3.600  -0.050
C 3.593 -0.786 2.630  -0.044
N 1.617 -0.171 -1.330  0.047
H 2.061 1.048 -7.687  0.085
H 2.235 1.263 -5.249  0.118
H -1.701 -0.352 -4.825  0.111
H -1.888 -0.555 -7.261  0.085
H 2.706 -0.873 -4.397  0.088
H 4.350 -1.691 -2.484  0.096
H 5.840 -0.268 -0.722  0.125
H 7.967 -1.524 -0.660  0.085
H 5.932 -4.852 1.115  0.086
H 3.826 -3.570 1.084  0.120
H 0.440 2.950 5.331  0.119
H 0.437 2.905 7.793  0.083
H 0.662 -1.373 7.705  0.086
H 0.627 -1.312 5.237  0.117
H -1.861 2.121 4.688  0.097
H -3.428 3.121 2.803  0.096
H -3.108 3.464 -2.512  0.091
H -1.572 2.349 -4.406  0.092
H -2.744 5.040 1.188  0.123
H -4.744 6.486 1.183  0.085
H -6.885 3.484 -0.998  0.085
H -4.880 2.062 -1.003  0.115
H 3.034 -0.063 4.636  0.093
H 4.601 -1.155 2.749  0.093
N 0.698 -2.833 0.016  0.012
C -0.167 -3.783 -0.673  -0.245
C -0.590 -3.221 -2.032  -0.203
N -1.236 -1.929 -1.910  -0.062
C -2.682 -1.852 -2.016  -0.210
C -3.364 -1.805 -0.648  -0.248
N -2.918 -0.633 0.094  0.014
H 0.857 -3.091 0.984  0.070
H 1.593 -2.733 -0.451  0.065
H 0.315 -4.760 -0.832  0.105
H -1.052 -3.943 -0.059  0.090
H 0.309 -3.103 -2.646  0.118
H -1.245 -3.950 -2.530  0.108
H -0.814 -1.281 -2.558  0.060
H -2.940 -0.928 -2.546  0.114
H -3.086 -2.699 -2.589  0.107
H -4.454 -1.830 -0.797  0.104
H -3.082 -2.692 -0.081  0.092
H -3.237 0.230 -0.332  0.057
H -3.230 -0.652 1.058  0.074
F -1.806 -2.897 1.695  -0.049
C -1.094 -1.744 2.083  -0.479
F -1.999 -1.129 2.928  0.002
F -0.145 -2.281 2.941  -0.005

Record 4
The following is a DFT calculation (ωB97M-V/def2-TZVPD) of a structure of composition C49H38Cl4GeNO2SSbW.

- 2S+1: 2
- Electronic energy: -182792.162 eV
- ⟨S²⟩: 0.7698
- Total charge: +3
- Gap between HOMO and LUMO (alpha / beta): 4.527 / 3.841 eV

Each line ends with the Löwdin charge.
CARTESIAN COORDINATES (ANGSTROEM)
W -0.716 -1.367 -1.029  1.440
C -2.492 1.040 1.921  -0.016
C -2.989 -0.175 1.201  -0.256
C -2.213 -1.363 1.166  -0.187
C -2.834 -2.592 0.837  -0.096
C -4.141 -2.629 0.400  -0.038
C -4.866 -1.440 0.340  0.004
C -4.302 -0.239 0.745  -0.022
H -1.460 1.289 1.680  0.054
H -2.528 0.831 2.994  0.117
H -3.120 1.906 1.728  0.085
H -1.335 -1.389 1.803  0.065
H -2.279 -3.514 0.957  0.112
H -4.614 -3.569 0.152  0.129
H -5.903 -1.463 0.028  0.133
H -4.916 0.651 0.787  0.128
Cl -0.038 -8.012 -1.659  0.877
C -0.639 -6.454 -1.708  -0.648
C -1.760 -6.146 -2.596  -0.645
Cl -2.412 -7.382 -3.533  0.860
C -2.264 -4.866 -2.672  -0.616
Cl -3.555 -4.422 -3.693  0.820
C -1.688 -3.891 -1.860  -0.319
O -2.024 -2.638 -1.884  -0.196
C -0.590 -4.202 -0.978  -0.319
O -0.122 -3.176 -0.296  -0.280
C -0.060 -5.477 -0.915  -0.612
Cl 1.270 -5.802 0.106  0.816
S 2.514 -1.546 -4.267  1.077
C 1.465 -1.464 -3.181  -0.757
N 0.602 -1.398 -2.291  -0.156
C 5.715 -0.831 -0.987  -0.041
C 5.297 0.277 -0.262  -0.045
C 4.023 0.311 0.289  -0.111
C 3.168 -0.771 0.099  -0.405
C 3.588 -1.891 -0.619  -0.153
C 4.866 -1.918 -1.159  -0.064
Sb 1.263 -0.829 0.981  1.585
C 1.123 0.792 2.296  -0.389
C 0.841 0.531 3.635  -0.109
C 0.676 1.592 4.515  -0.043
C 0.785 2.898 4.060  -0.032
C 1.067 3.154 2.724  -0.045
C 1.235 2.100 1.840  -0.153
C 1.483 -2.450 2.311  -0.368
C 0.464 -3.289 2.748  -0.139
C 0.725 -4.242 3.721  -0.057
C 2.001 -4.364 4.253  -0.040
C 3.021 -3.532 3.813  -0.042
C 2.765 -2.573 2.844  -0.108
H 6.714 -0.858 -1.402  0.123
H 5.971 1.110 -0.108  0.123
H 3.717 1.168 0.879  0.101
H 2.942 -2.759 -0.723  0.097
H 5.209 -2.793 -1.695  0.118
H 0.757 -0.486 4.000  0.101
H 0.464 1.397 5.558  0.123
H 0.656 3.721 4.751  0.123
H 1.155 4.173 2.371  0.108
H 1.465 2.309 0.802  0.078
H -0.536 -3.227 2.340  0.071
H -0.070 -4.891 4.065  0.119
H 2.201 -5.107 5.013  0.123
H 4.016 -3.625 4.226  0.123
H 3.572 -1.927 2.514  0.105
C -2.071 -0.078 -2.415  -0.246
Ge -0.704 1.237 -1.383  0.992
C 0.625 1.841 -2.645  -0.353
C 1.968 1.481 -2.577  -0.162
C 2.890 2.071 -3.430  -0.064
C 2.467 3.007 -4.365  -0.033
C 1.126 3.362 -4.443  -0.035
C 0.206 2.798 -3.573  -0.093
C -1.840 2.668 -0.757  -0.264
C -3.206 2.474 -0.762  -0.143
C -4.095 3.474 -0.338  -0.052
C -3.603 4.666 0.114  0.016
C -2.217 4.935 0.105  -0.145
C -1.736 6.203 0.517  -0.001
C -0.409 6.508 0.436  -0.041
C 0.495 5.553 -0.071  -0.053
C 0.063 4.311 -0.448  -0.071
C -1.307 3.948 -0.362  -0.159
H -2.253 0.947 -2.793  0.053
H -3.039 -0.381 -2.010  0.048
H -1.845 -0.658 -3.307  0.055
H 2.313 0.750 -1.857  0.062
H 3.937 1.804 -3.362  0.116
H 3.185 3.467 -5.031  0.124
H 0.799 4.092 -5.172  0.124
H -0.829 3.123 -3.615  0.117
H -3.631 1.538 -1.090  0.077
H -5.162 3.299 -0.376  0.121
H -4.278 5.439 0.460  0.134
H -2.447 6.935 0.879  0.128
H -0.051 7.484 0.735  0.121
H 1.540 5.815 -0.175  0.121
H 0.778 3.619 -0.863  0.076

Q: Which formula does entry 3 have?
A: C49H37F3I4N7Tl